# 1
The following is a quantum chemistry calculation of a cluster of 2 separate species, H4NOPS in total in a non-equilibrium geometry, from the Open Molecules 2025 dataset.

Geometry as XYZ:
```
8
H4NOPS the ωB97M-V functional and the def2-TZVPD basis
H 0.627 0.191 1.603
H -1.275 -1.753 0.102
H 1.002 -0.291 -0.118
P -2.325 0.094 0.402
S 1.533 0.662 0.617
O -2.414 1.384 -0.510
N -1.437 -0.933 -0.375
H -1.805 1.243 -1.361
```

For the relative energy (zero: lowest compared OMol25 entry of this formula, charge and spin), the calculation gives 121.2 kJ/mol. The value obtained for the LUMO energy is 0.156 eV. The highest occupied orbital energy comes out at -9.6 eV. As for the SMILES: [H]/N=P/O.S. For the frontier orbital gap, the calculation gives 9.79 eV.

---

# 2
The following is a quantum chemistry calculation of a cluster of 9 separate species, C50H43N9O16 in total in a non-equilibrium geometry, from the Open Molecules 2025 dataset.

Geometry as XYZ:
```
118
C50H43N9O16 the ωB97M-V functional and the def2-TZVPD basis
C -5.956 7.537 2.738
O 8.428 -0.949 -5.637
H -6.913 2.773 -4.564
C -3.636 1.076 7.076
C 5.310 -6.165 2.077
C -5.008 5.371 2.250
C 1.533 0.940 -4.764
H 1.606 -1.678 -6.989
O -0.218 -5.101 -0.338
H 5.127 1.670 -1.311
C 0.066 2.769 -0.450
H 2.030 2.327 -1.051
C 3.399 -6.263 0.575
H 2.693 -6.933 0.105
C 1.174 0.600 -0.129
C -2.013 1.327 4.883
H 0.038 0.990 -3.121
C 5.717 -1.916 -1.901
N 6.427 -6.835 2.864
C 1.266 -1.071 -6.162
C -1.837 -4.735 1.933
O 3.243 -0.045 -7.728
O -3.759 -0.468 -1.140
H -2.493 -5.104 3.952
C -2.410 -4.390 3.146
N 2.288 -0.300 -0.299
C -4.266 5.946 1.190
C -5.807 6.225 3.102
C 4.610 -1.404 -4.024
H 6.404 2.579 -2.113
C 4.104 -4.118 1.373
H 2.395 -4.506 0.100
O 3.418 1.827 -6.672
C 5.846 -1.290 -4.597
H -0.072 -0.864 0.896
H -5.185 0.440 5.537
C 5.204 -4.766 2.025
C 4.387 -6.905 1.323
H -1.519 -5.761 1.824
H -0.058 3.771 -0.834
C -6.508 3.406 -2.536
H 5.946 -0.887 -5.594
C -6.340 2.572 -3.671
H 7.835 -2.048 -1.929
O 2.189 -1.491 -0.043
H -1.898 0.679 1.355
C 7.040 -1.541 -3.814
H 3.927 -3.057 1.472
H 5.752 -2.217 -0.864
C -1.016 2.352 0.362
H 0.135 -2.636 -5.379
C 4.540 -1.713 -2.643
C -0.044 -0.804 -4.103
O -5.664 3.444 3.323
C -1.447 1.494 6.114
N 2.954 0.657 -6.811
H -6.529 8.194 3.375
C 6.148 1.608 -1.689
C -5.436 1.513 -3.534
H 3.711 -1.282 -4.611
N 7.641 0.691 0.287
H -1.277 1.312 4.093
C 0.469 0.434 -3.941
O -3.412 -0.497 -3.338
N -4.876 3.965 2.541
C -1.590 -3.762 0.931
N -4.475 0.883 8.227
O 7.195 -6.071 3.425
C -4.919 2.060 -1.296
H -1.868 -1.682 0.438
H -0.810 -1.267 -3.499
H -5.449 9.132 1.478
N -0.793 -4.025 -0.260
C 1.154 1.938 -0.555
H -5.204 0.926 -4.410
C -5.225 8.087 1.637
C -5.733 3.200 -1.397
H -0.403 1.753 6.203
O 9.365 -1.842 -3.946
H 5.869 -4.072 2.518
H -1.942 2.899 0.461
H -3.146 -2.745 4.303
H -1.873 1.552 8.222
H -3.574 5.316 0.652
O -4.088 3.280 1.949
H -5.869 3.856 -0.550
C -2.301 1.364 7.248
C -4.223 0.865 5.784
H 5.976 0.836 -2.439
H 1.961 1.920 -4.614
C 0.380 -1.594 -5.237
C -4.410 7.304 0.881
O -5.627 1.298 8.107
N -3.859 0.023 -2.267
C 3.248 -4.904 0.630
O -4.008 0.470 9.312
C -2.125 -2.469 1.132
H -6.231 5.713 3.954
H 3.574 -1.777 -2.165
C 6.977 1.083 -0.588
H -2.969 -1.121 2.493
O 6.723 -8.002 2.607
O 3.373 0.185 -0.543
C 1.947 0.160 -5.874
N 8.322 -1.442 -4.490
C 0.019 0.140 0.507
C 6.950 -1.853 -2.517
O -0.724 -3.173 -1.144
H -3.805 7.755 0.108
H -4.376 1.899 -0.376
C -2.559 -2.114 2.380
C -3.371 1.017 4.720
H 4.452 -7.983 1.356
H -7.153 4.268 -2.624
H -3.721 0.810 3.720
C -4.724 1.200 -2.364
C -1.023 1.041 0.834
C -2.716 -3.082 3.372
```

The value obtained for the LUMO energy (alpha / beta) is 0.104 / 0.108 eV. The multiplicity is 2. The highest occupied orbital energy (alpha / beta) comes out at -2.5 / -6.3 eV. For the frontier orbital gap (alpha / beta), the calculation gives 2.63 / 6.44 eV. The charge is -1.

---

# 3
The following is a quantum chemistry calculation of the ion C10H11N2O2 with charge +1 in a non-equilibrium geometry, from the Open Molecules 2025 dataset.

Geometry as XYZ:
```
25
C10H11N2O2 the ωB97M-V functional and the def2-TZVPD basis
C 1.267 -0.684 2.491
N -0.599 -1.818 -0.486
H -1.057 0.863 -3.190
C -0.839 1.254 -0.096
O -1.012 1.026 2.266
H 1.773 -1.678 2.261
C -0.538 -2.515 -1.550
C -1.500 2.541 -1.795
C -1.109 1.276 -2.220
C -1.351 2.585 -0.441
H 2.146 -1.084 -0.120
H 2.211 0.012 2.609
C 0.685 -0.384 1.149
H 1.446 0.121 -1.005
H -1.185 -2.315 -2.321
H 0.169 -3.318 -1.699
O -0.903 -2.160 1.649
H -1.151 3.377 0.188
H 0.663 -0.751 3.421
C 1.670 -0.121 0.001
C -0.539 0.791 1.214
H 2.458 0.543 0.444
H -1.698 3.460 -2.323
C -0.317 -1.553 0.771
N -0.688 0.532 -1.218
```

For the relative energy (zero: lowest compared OMol25 entry of this formula, charge and spin), the calculation gives 583.4 kJ/mol. The value obtained for the LUMO energy (alpha / beta) is -8.063 / -6.822 eV. The highest occupied orbital energy (alpha / beta) comes out at -13.6 / -13.8 eV. As for the SMILES: C=NC(=O)C(C)(C)C(=O)C1=[N+]=CC=C1. For the frontier orbital gap (alpha / beta), the calculation gives 5.49 / 6.95 eV. The charge is +1.

---

# 4
The following is a quantum chemistry calculation of a structure of composition C20H30N4O4 in a non-equilibrium geometry, from the Open Molecules 2025 dataset.

Geometry as XYZ:
```
58
C20H30N4O4 the ωB97M-V functional and the def2-TZVPD basis
H -3.210 -3.859 -3.657
C 1.676 4.116 5.393
H -0.119 -0.701 -0.062
C 2.049 4.976 4.582
O -3.102 -1.417 -0.911
H -0.643 -2.772 -6.146
C -0.200 -2.454 -3.282
C -2.068 -0.815 -0.383
C 2.916 4.431 3.391
C -0.927 0.685 2.098
N -0.796 -1.328 -0.424
H 0.394 3.626 6.980
H -1.638 -3.323 -0.924
C 0.224 -2.758 -1.856
H 1.778 4.648 7.473
H 0.677 -3.853 -2.232
H 3.849 0.708 2.253
H -2.958 0.867 0.282
C -2.705 -2.330 -5.053
H -1.618 -5.245 -4.663
H -0.294 -0.124 2.304
O 1.564 -0.135 1.085
H -0.243 -3.386 0.158
N 1.085 2.042 0.556
C 0.783 4.383 6.751
H -2.236 -1.315 -5.291
H -1.985 0.677 2.473
H 0.038 -4.591 -4.671
H 1.658 3.146 0.211
H 3.329 5.289 2.729
O -2.317 -3.280 -5.990
H -2.372 1.283 -1.033
H 2.320 5.863 5.025
H 1.144 -2.122 -1.676
H -0.334 1.369 2.721
H 4.106 1.431 0.492
H -2.950 -2.339 -2.968
H 0.273 5.258 6.606
C 2.040 2.219 3.805
C -1.126 -3.522 -5.938
C 1.750 1.165 0.941
O 3.388 2.955 1.768
H 2.179 1.127 3.687
C -1.041 1.088 0.533
H 0.986 2.033 5.600
H -1.018 -4.219 -6.767
N -1.355 -3.304 -3.693
C -2.633 -3.211 -3.642
C 2.793 3.251 2.998
H 0.389 -2.183 -4.046
N -0.064 1.747 -0.162
H -0.878 -1.424 -3.087
C -0.820 -4.137 -4.676
C -2.161 0.684 -0.225
C -0.578 -2.765 -0.735
C 3.285 1.438 1.591
C 1.715 2.661 4.984
H -4.001 -2.255 -5.273
```

For the relative energy (zero: lowest compared OMol25 entry of this formula, charge and spin), the calculation gives 2337.6 kJ/mol. The value obtained for the LUMO energy is -0.006 eV. The highest occupied orbital energy comes out at -6.4 eV. For the frontier orbital gap, the calculation gives 6.40 eV.

---

Question: Which formula does entry 3 have?
Answer: C10H11N2O2